# 1
{"formula": "C54H60N12", "method": "ωB97M-V with the def2-TZVPD basis set", "species": ["C", "C", "C", "N", "C", "H", "H", "H", "H", "H", "C", "C", "C", "N", "C", "H", "H", "H", "H", "H", "C", "C", "C", "N", "C", "H", "H", "H", "H", "H", "C", "C", "C", "N", "C", "H", "H", "H", "H", "H", "C", "C", "C", "N", "C", "H", "H", "H", "H", "H", "C", "C", "C", "N", "C", "H", "H", "H", "H", "H", "C", "C", "C", "N", "C", "C", "H", "H", "H", "H", "H", "C", "C", "C", "N", "C", "C", "H", "H", "H", "H", "H", "C", "C", "C", "N", "C", "C", "H", "H", "H", "H", "H", "C", "C", "C", "N", "C", "C", "H", "H", "H", "H", "H", "C", "C", "C", "N", "C", "C", "H", "H", "H", "H", "H", "C", "C", "C", "N", "C", "C", "H", "H", "H", "H", "H"], "coordinates": [[-0.9933, -2.0415, 5.1233], [-1.1260, -0.8384, 4.3813], [-1.6150, 0.1233, 5.2228], [-1.7996, -0.4552, 6.4495], [-1.3726, -1.7556, 6.4074], [-0.5932, -2.9777, 4.7726], [-0.8452, -0.5957, 3.3688], [-1.8053, 1.1620, 5.0140], [-2.0882, 0.0299, 7.2805], [-1.4606, -2.3960, 7.2684], [-5.8804, -1.3232, 1.4371], [-5.6121, -1.5351, 2.8133], [-4.2588, -1.3938, 3.0038], [-3.6971, -1.2037, 1.7720], [-4.6684, -1.1343, 0.8218], [-6.8457, -1.3064, 0.9589], [-6.3670, -1.6915, 3.5672], [-3.6611, -1.5323, 3.8870], [-2.7242, -0.9383, 1.6374], [-4.3798, -0.8583, -0.1799], [3.9178, 0.5685, -3.7095], [4.6955, -0.0533, -2.6953], [5.9388, -0.2990, -3.2042], [5.9296, 0.1050, -4.5199], [4.7094, 0.6132, -4.8318], [2.8718, 0.8266, -3.6891], [4.4758, -0.1580, -1.6426], [6.8340, -0.7271, -2.7882], [6.6484, -0.0773, -5.1975], [4.4484, 0.8807, -5.8424], [-4.5860, -4.4872, 0.2412], [-6.0053, -4.5674, 0.3051], [-6.3583, -5.8062, -0.1622], [-5.2127, -6.4752, -0.4975], [-4.1214, -5.6938, -0.2063], [-3.9698, -3.6893, 0.6220], [-6.6629, -3.7887, 0.6455], [-7.3234, -6.2287, -0.3856], [-5.1566, -7.3774, -0.9331], [-3.1177, -6.0567, -0.3472], [5.1238, 0.9338, 1.2384], [3.9332, 1.6762, 1.4896], [3.9404, 2.7232, 0.6122], [5.0541, 2.6273, -0.1673], [5.7802, 1.5271, 0.2008], [5.3717, -0.0011, 1.7155], [3.1975, 1.5238, 2.2626], [3.2533, 3.5464, 0.5141], [5.2656, 3.2506, -0.9257], [6.6708, 1.2808, -0.3502], [1.1458, 0.7290, -6.1115], [0.8969, 2.0706, -5.7047], [-0.1325, 2.0352, -4.8023], [-0.4752, 0.7212, -4.6131], [0.2895, -0.0829, -5.4159], [1.9672, 0.4211, -6.7382], [1.3736, 2.9640, -6.0725], [-0.6786, 2.8024, -4.2795], [-1.3440, 0.4418, -4.1905], [0.1164, -1.1424, -5.4983], [0.2356, 5.3859, 4.6476], [0.5836, 5.3322, 3.3112], [0.8951, 4.0914, 2.7661], [0.8633, 2.9547, 3.4521], [0.5586, 3.0306, 4.7443], [0.2103, 4.2121, 5.3829], [-0.0301, 6.3243, 5.1188], [0.5737, 6.2265, 2.7029], [1.2266, 4.0331, 1.7340], [0.6314, 2.1177, 5.3268], [-0.0914, 4.2041, 6.4211], [-1.1327, -6.0340, 1.8097], [-0.5705, -6.5915, 0.6741], [0.1413, -5.7698, -0.1894], [0.2958, -4.4616, 0.0014], [-0.2379, -3.9470, 1.1045], [-1.0399, -4.6620, 1.9853], [-1.6234, -6.6627, 2.5420], [-0.6444, -7.6509, 0.4668], [0.6088, -6.1680, -1.0850], [-0.0217, -2.9060, 1.3186], [-1.4744, -4.1415, 2.8281], [-2.3223, 3.2382, 1.6250], [-2.5448, 4.5902, 1.4110], [-3.7992, 4.9674, 0.9595], [-4.7731, 4.1064, 0.6653], [-4.5248, 2.8117, 0.8396], [-3.3207, 2.3268, 1.3255], [-1.3511, 2.9010, 1.9664], [-1.7361, 5.3033, 1.5111], [-4.0547, 6.0157, 0.8401], [-5.3294, 2.1477, 0.5408], [-3.1110, 1.2746, 1.4510], [2.4287, -3.8074, -2.7841], [3.2893, -4.7716, -3.2871], [3.8863, -4.5381, -4.5211], [3.7256, -3.4264, -5.2279], [2.9463, -2.4838, -4.7082], [2.2569, -2.6469, -3.5146], [1.9172, -3.9490, -1.8377], [3.4484, -5.6970, -2.7501], [4.5433, -5.2839, -4.9594], [2.9060, -1.5056, -5.1703], [1.6835, -1.8130, -3.1322], [2.3748, 4.6617, -1.8498], [2.7812, 5.7678, -1.1184], [1.8830, 6.3256, -0.2228], [0.6144, 5.9414, -0.1359], [0.2313, 4.8936, -0.8597], [1.0897, 4.1781, -1.6854], [3.0822, 4.1731, -2.5107], [3.7872, 6.1550, -1.2107], [2.1998, 7.1100, 0.4573], [-0.8133, 4.6145, -0.7669], [0.7431, 3.2984, -2.2113], [0.6022, 0.3006, -1.3791], [-0.3135, -0.7205, -1.5905], [-1.1407, -1.0825, -0.5419], [-1.0217, -0.5749, 0.6845], [-0.1213, 0.3864, 0.8926], [0.7013, 0.8613, -0.1179], [1.2418, 0.6240, -2.1915], [-0.4619, -1.1025, -2.5901], [-1.8841, -1.8677, -0.6444], [0.0254, 0.7881, 1.8914], [1.3656, 1.6958, 0.0627]], "atomic_forces_ev_per_a": [[0.348, 0.185, -0.031], [0.155, 0.541, -0.124], [0.044, -0.197, -0.029], [0.257, 0.199, 0.085], [-0.531, -0.219, 0.004], [-0.050, -0.049, 0.027], [-0.046, -0.452, -0.100], [-0.160, 0.023, 0.175], [-0.047, -0.064, -0.058], [0.072, 0.028, 0.032], [0.121, -0.027, -0.179], [-0.279, 0.406, 0.135], [-0.404, -0.694, -0.210], [0.380, 0.311, 0.631], [0.108, 0.435, -0.093], [-0.001, -0.039, -0.019], [0.131, -0.100, 0.095], [0.075, 0.144, 0.002], [0.030, -0.274, -0.197], [-0.252, -0.164, -0.115], [0.197, -0.365, -0.235], [0.238, 0.545, 0.770], [0.105, -0.035, -0.733], [0.142, -0.183, 0.042], [-0.531, 0.058, -0.078], [0.024, 0.158, 0.064], [-0.314, -0.156, -0.112], [-0.074, -0.022, 0.173], [0.044, 0.023, 0.116], [0.117, 0.140, 0.013], [0.140, -0.192, 0.663], [0.162, -0.095, -0.203], [-0.113, 0.129, -0.393], [0.337, -0.056, 0.180], [-0.235, 0.039, -0.380], [-0.046, 0.091, -0.086], [-0.075, -0.030, 0.000], [-0.022, -0.037, 0.160], [-0.129, -0.004, 0.090], [-0.016, 0.020, -0.056], [-0.460, -0.628, 0.193], [0.357, 0.192, 0.072], [-0.335, 0.196, 0.141], [-0.033, 0.149, -0.096], [0.068, 0.348, -0.288], [0.234, 0.097, 0.025], [-0.013, -0.118, -0.017], [0.030, 0.008, -0.081], [0.105, -0.106, 0.016], [0.051, -0.158, 0.131], [0.493, 0.173, 0.344], [-0.211, 0.068, -0.029], [-0.045, -0.199, 0.072], [-0.352, -0.010, -0.193], [-0.096, 0.171, -0.319], [-0.198, -0.144, -0.183], [0.108, -0.030, 0.054], [0.095, 0.116, -0.070], [0.127, -0.063, 0.137], [0.060, -0.032, 0.176], [-0.266, 0.051, 0.189], [-0.033, -0.077, -0.002], [0.104, 0.381, -0.100], [0.373, -0.168, 0.021], [-0.045, 0.023, 0.332], [0.037, -0.031, -0.155], [0.004, 0.018, -0.063], [0.144, -0.071, -0.103], [-0.216, -0.103, -0.044], [-0.186, -0.119, -0.194], [0.137, 0.009, 0.051], [-0.303, 0.091, -0.031], [0.382, -0.094, -0.025], [-0.310, 0.082, -0.229], [0.461, -0.111, 0.212], [-0.412, 0.204, 0.042], [0.621, -0.077, 0.208], [-0.196, 0.073, -0.088], [0.036, -0.013, 0.064], [-0.086, -0.075, 0.005], [-0.133, 0.048, -0.197], [-0.061, -0.138, 0.058], [0.221, 0.099, -0.226], [0.031, -0.203, -0.140], [-0.177, 0.175, 0.019], [0.042, 0.147, 0.144], [-0.139, -0.098, -0.219], [0.317, 0.046, 0.149], [-0.041, -0.058, 0.046], [-0.135, 0.125, 0.233], [0.107, -0.002, -0.125], [0.082, -0.134, 0.143], [-0.327, -0.067, -0.015], [-0.052, -0.103, 0.127], [-0.257, 0.041, -0.233], [0.057, -0.357, 0.167], [0.164, 0.320, -0.216], [-0.074, -0.016, 0.546], [0.220, 0.294, 0.041], [0.007, 0.043, -0.004], [0.138, -0.013, -0.049], [-0.036, -0.001, 0.023], [-0.016, -0.194, -0.438], [-0.117, -0.103, 0.010], [0.324, -0.029, -0.056], [0.033, -0.181, 0.092], [0.114, 0.145, -0.113], [-0.098, -0.077, 0.341], [-0.086, -0.087, -0.088], [-0.142, 0.194, -0.112], [-0.129, -0.066, -0.067], [-0.008, 0.024, 0.055], [-0.064, 0.123, -0.130], [0.037, -0.085, 0.013], [0.007, 0.012, -0.025], [0.086, -0.213, 0.010], [-0.373, 0.608, -0.121], [0.235, -0.371, 0.162], [-0.030, 0.317, 0.343], [0.393, -0.085, -0.336], [-0.084, 0.294, -0.172], [-0.034, 0.101, 0.016], [0.071, -0.360, 0.109], [-0.039, 0.064, -0.137], [-0.331, -0.059, 0.060], [0.161, -0.169, 0.116]], "relative_energy_kcal_mol": 0.0, "charge": 0, "lumo_ev": 0.6, "molar_mass_da": 877.2, "orbital_gap_ev": 8.319, "largest_force_ev_per_a": 0.97, "smiles": "c1cc[nH]c1.c1cc[nH]c1.c1cc[nH]c1.c1cc[nH]c1.c1cc[nH]c1.c1cc[nH]c1.c1ccncc1.c1ccncc1.c1ccncc1.c1ccncc1.c1ccncc1.c1ccncc1"}

***

# 2
{"formula": "C2H3OPS", "method": "ωB97M-V with the def2-TZVPD basis set", "species": ["O", "C", "C", "P", "S", "H", "H", "H"], "coordinates": [[-1.7597, 1.1126, 0.7628], [-0.8514, 0.2798, 0.6723], [-0.2557, -0.1189, -0.6382], [1.6744, 0.1953, -0.8234], [2.5697, -0.5394, 0.7185], [-0.4812, -0.1809, 1.4883], [-0.6321, 0.5304, -1.5145], [-0.2640, -1.2789, -0.6658]], "atomic_forces_ev_per_a": [[1.671, -1.395, -0.084], [-2.953, 3.237, -3.181], [1.356, -0.162, -0.901], [-0.705, -0.359, 0.833], [-0.379, 0.222, -0.488], [1.382, -1.714, 3.142], [-0.033, -1.672, 1.280], [-0.340, 1.843, -0.600]], "relative_energy_kcal_mol": 12.5, "charge": 0, "lumo_ev": -1.7, "molar_mass_da": 106.1, "orbital_gap_ev": 7.357, "largest_force_ev_per_a": 5.41, "smiles": "O=CCP=S"}